A molecular structure, C29H48NP3RhSSe, computed with wB97M-V/def2-TZVPD.

Cartesian coordinates (Å):
1 Rh 0.50 -0.15 -0.58
2 P -1.65 -0.36 0.75
3 P 1.39 -2.12 0.31
4 P -0.73 -0.80 -2.43
5 H -3.13 3.18 1.64
6 C -2.50 3.60 0.83
7 C -3.03 3.71 -0.46
8 H -4.07 3.43 -0.67
9 C -1.60 0.38 2.44
10 C -2.12 -2.09 1.20
11 C -3.27 0.23 0.11
12 C 3.16 -2.40 -0.05
13 C 1.36 -2.33 2.13
14 C 0.65 -3.65 -0.38
15 C -1.64 0.71 -2.93
16 C -1.97 -2.14 -2.28
17 C 0.07 -1.29 -4.01
18 H -1.76 4.33 1.19
19 H -2.44 4.13 -1.27
20 H -1.37 1.46 2.37
21 H -0.84 -0.11 3.06
22 H -2.58 0.26 2.91
23 H -1.30 -2.63 1.69
24 H -2.44 -2.65 0.32
25 H -2.96 -2.03 1.91
26 H -3.23 1.30 -0.12
27 H -4.02 0.08 0.91
28 H -3.59 -0.32 -0.78
29 H 3.44 -3.40 0.30
30 H 3.79 -1.65 0.46
31 H 3.36 -2.34 -1.13
32 H 1.56 -3.38 2.38
33 H 0.41 -2.03 2.58
34 H 2.16 -1.70 2.57
35 H 1.31 -4.50 -0.13
36 H 0.59 -3.58 -1.48
37 H -0.34 -3.84 0.03
38 H -2.64 0.43 -3.29
39 H -1.10 1.22 -3.73
40 H -1.75 1.42 -2.09
41 H -2.33 -2.38 -3.30
42 H -2.84 -1.85 -1.68
43 H -1.52 -3.04 -1.86
44 H -0.70 -1.74 -4.66
45 H 0.86 -2.03 -3.85
46 H 0.50 -0.43 -4.54
47 C 1.68 1.68 -2.94
48 C 1.12 2.74 -2.22
49 C 0.67 3.89 -2.87
50 C 0.84 4.00 -4.26
51 C 1.47 2.98 -4.98
52 C 1.90 1.82 -4.32
53 Se 2.05 -0.07 -2.10
54 H -1.53 2.29 0.48
55 H 0.98 2.64 -1.14
56 H 0.21 4.68 -2.29
57 H 0.49 4.90 -4.77
58 H 1.62 3.08 -6.05
59 H 2.39 1.02 -4.87
60 N 1.48 0.78 0.97
61 S 2.88 1.63 0.88
62 C 3.96 0.88 2.11
63 C 3.66 0.94 3.47
64 C 4.46 0.24 4.38
65 C 5.56 -0.49 3.94
66 C 5.88 -0.51 2.57
67 C 5.09 0.18 1.66
68 C 2.48 3.22 1.60
69 C 3.53 4.12 1.87
70 C 3.25 5.37 2.42
71 C 1.94 5.72 2.72
72 C 0.89 4.84 2.44
73 C 1.16 3.60 1.84
74 H 1.20 0.65 1.95
75 H 2.82 1.55 3.81
76 H 4.21 0.27 5.45
77 H 6.19 -1.03 4.65
78 H 6.75 -1.07 2.21
79 H 5.32 0.19 0.59
80 H 4.55 3.81 1.63
81 H 4.07 6.06 2.62
82 H 1.72 6.69 3.17
83 H -0.14 5.10 2.69
84 H 0.34 2.94 1.54

Calculated values
Net charge   +3
Electronic energy   -5121.7095 Eh
⟨S²⟩   6.049
Multiplicity   5